The following is a quantum chemistry calculation of a structure of composition C31H28Cl2NP2V at a distorted geometry, from the Open Molecules 2025 dataset.

Spin multiplicity = 4
Charge = +1
LUMO (spin up / spin down) = -2.8 / -5.3 eV
HOMO level (spin up / spin down) = -11.322 / -11.480 eV

Last column: Mulliken spin population.
Element x y z (Å)
V  11.3414  8.8938  8.0741  2.159
C  13.6257  11.0449  6.7912  0.081
P  13.7975  9.4158  7.7615  -0.034
C  15.2560  8.6350  6.8396  0.001
C  15.1679  7.2848  6.6584  -0.001
C  16.1646  6.6258  5.9012  0.001
C  17.1620  7.3957  5.3409  -0.001
C  17.3197  8.7465  5.6455  0.001
C  16.3491  9.3762  6.3902  -0.001
C  14.5643  10.1276  9.1597  -0.008
C  14.0073  11.2209  9.7788  0.022
C  14.7051  11.9486  10.7001  0.007
C  16.0042  11.5640  11.0492  0.000
C  16.5320  10.3741  10.5309  0.000
C  15.8204  9.6862  9.5905  -0.004
C  12.2140  11.5027  6.7479  0.312
C  11.7251  12.7728  6.3552  0.009
C  10.3398  12.6675  6.3494  0.145
C  10.0701  11.3251  6.8374  0.321
C  8.7137  10.7342  7.1048  0.043
P  8.8097  9.2352  8.1521  -0.034
C  7.7939  9.6968  9.5817  0.004
C  6.5381  10.1782  9.3716  0.003
C  5.6698  10.3854  10.4014  0.000
C  6.0534  10.0237  11.6922  0.000
C  7.3525  9.5291  11.9101  0.001
C  8.2507  9.4123  10.8329  -0.012
C  7.6935  8.0296  7.3352  0.015
C  6.6383  7.4303  8.0454  -0.003
C  5.8133  6.4765  7.4574  0.001
C  5.9726  6.1969  6.1572  -0.001
C  6.9251  6.8277  5.3772  0.001
C  7.7462  7.7918  5.9785  0.000
N  11.1781  10.6457  7.0661  -0.052
H  14.0017  10.9501  5.7735  0.045
H  14.2679  11.7458  7.2852  0.019
H  14.3244  6.7113  7.0282  0.005
H  16.0595  5.5668  5.6403  0.000
H  17.9370  6.9458  4.7430  0.000
H  18.2155  9.2753  5.3252  0.000
H  16.3860  10.4445  6.5452  0.000
H  13.0236  11.5327  9.5756  -0.001
H  14.2251  12.8179  11.1689  0.000
H  16.5795  12.1876  11.7003  0.000
H  17.5288  10.0083  10.8048  0.000
H  16.2712  8.8503  9.1200  0.000
H  12.4117  13.6087  6.1836  0.002
H  9.5723  13.4321  6.1737  0.002
H  8.1219  10.6206  6.2086  0.034
H  8.2127  11.4796  7.7206  0.028
H  6.2453  10.2836  8.3397  0.000
H  4.6679  10.7057  10.1531  0.000
H  5.4030  10.1374  12.4984  0.000
H  7.6377  9.3609  12.9639  0.000
H  9.2707  9.0883  10.9087  -0.002
H  6.4772  7.6760  9.0911  0.000
H  4.9722  6.1123  8.0082  0.000
H  5.2933  5.5360  5.6471  0.000
H  7.0629  6.6194  4.3493  0.000
H  8.4836  8.3002  5.3711  0.003
Cl  11.6935  8.6275  10.2427  0.007
C  11.1636  6.8937  7.5341  -0.130
Cl  11.4185  7.6607  5.9524  -0.010
H  10.1343  6.5484  7.6271  0.014
H  11.8639  6.0555  7.6372  0.005